# 1
Formula: C3H7NO2
Source: the OMol25 dataset
Level of theory: wB97M-V/def2-TZVPD

Last column: natural (NBO) charge in e.
Element x y z (Å)
N1 0.254 1.673 -0.622  -0.8260
C1 0.073 0.206 -0.463  -0.1843
C2 1.450 -0.463 -0.423  0.4161
O1 1.594 -1.603 0.208  -0.5271
C3 -0.743 0.009 0.862  -0.0746
O2 -2.201 0.004 0.554  -0.7447
H1 0.934 1.888 -1.348  0.3502
H2 -0.686 1.981 -1.129  0.3669
H3 -0.408 -0.244 -1.423  0.2131
H4 2.219 0.025 -1.001  0.1346
H5 -0.584 0.770 1.650  0.2117
H6 -0.577 -1.005 1.310  0.1984
H7 -2.499 -0.849 0.341  0.4657

Values from the calculation:
Spin multiplicity: 1
Energy above the lowest of the compared OMol25 structures with the same formula, charge and spin: 274.2 kJ/mol
SMILES: N[C@@H](C=O)CO
Maximum force: 6.90 eV/A
LUMO: 0.0095 hartree



# 2
Formula: C3H7NO2
Source: the OMol25 dataset
Level of theory: wB97M-V/def2-TZVPD

Last column: natural (NBO) charge in e.
Element x y z (Å)
C1 0.048 -1.367 -1.148  -0.5225
C2 1.080 -0.735 -0.655  0.2920
N1 2.161 -0.249 -0.298  -0.1746
O1 2.075 0.797 0.624  -0.5609
H1 -0.359 -2.241 -0.650  0.2430
H2 -0.442 -1.010 -2.049  0.2431
H3 3.004 1.027 0.756  0.4846
H4 -2.407 -1.067 -0.751  -0.0401
H5 -2.562 -0.544 -0.247  0.0379
C3 -0.729 1.137 1.099  0.2833
O2 -1.935 1.124 1.098  -0.5171
H6 -0.136 1.793 0.434  0.1174
H7 -0.126 0.491 1.765  0.1139

Values from the calculation:
Spin multiplicity: 1
Energy above the lowest of the compared OMol25 structures with the same formula, charge and spin: 575.0 kJ/mol
SMILES: C=C=NO.[H][H].C=O
Maximum force: 0.76 eV/A
LUMO: 0.0181 hartree



# 3
Formula: C3H7NO2
Source: the OMol25 dataset
Level of theory: wB97M-V/def2-TZVPD

Last column: natural (NBO) charge in e.
Element x y z (Å)
C1 -1.713 -1.585 0.121  -0.2929
C2 -1.713 -0.256 -0.034  -0.3198
C3 -0.443 0.527 0.241  0.6398
N1 -0.622 1.874 0.045  -0.8216
O1 0.618 0.133 0.737  -0.6277
H1 -2.544 -2.246 -0.141  0.2045
H2 -0.778 -2.048 0.351  0.2125
H3 -2.610 0.255 -0.277  0.2077
H4 -1.305 2.272 -0.579  0.3904
H5 0.134 2.533 0.311  0.4075
O2 3.820 -0.293 0.029  -0.9518
H6 2.863 -0.349 -0.175  0.4878
H7 4.292 -0.816 -0.628  0.4636

Values from the calculation:
Spin multiplicity: 1
Energy above the lowest of the compared OMol25 structures with the same formula, charge and spin: 123.6 kJ/mol
SMILES: C=CC(N)=O.O
Maximum force: 2.00 eV/A
LUMO: 0.0213 hartree